Entry 1:
Below is a structure of composition C34H46As2N2OPtSi, with properties calculated with ωB97M-V/def2-TZVPD.

Cartesian coordinates (Å):
1 Pt -0.389 -0.362 -0.519
2 C 2.953 0.519 -0.207
3 As 1.514 1.282 -1.281
4 C 2.143 0.926 -3.081
5 C 2.044 3.174 -1.219
6 C 3.412 3.452 -1.188
7 C 3.867 4.762 -1.198
8 C 2.952 5.806 -1.240
9 C 1.592 5.533 -1.264
10 C 1.117 4.222 -1.249
11 As -0.798 3.789 -1.142
12 C -1.515 5.581 -1.447
13 C -0.860 3.842 0.818
14 H 3.847 0.342 -0.804
15 H 2.606 -0.421 0.216
16 H 3.187 1.203 0.607
17 H 3.165 1.290 -3.175
18 H 1.502 1.464 -3.778
19 H 2.096 -0.139 -3.299
20 H 4.135 2.646 -1.164
21 H 4.931 4.965 -1.176
22 H 3.298 6.832 -1.250
23 H 0.892 6.359 -1.293
24 H -1.228 6.275 -0.655
25 H -2.600 5.498 -1.467
26 H -1.181 5.965 -2.411
27 H -0.169 4.600 1.189
28 H -0.601 2.859 1.211
29 H -1.876 4.082 1.128
30 C -3.793 -0.120 1.495
31 C -3.683 1.353 1.152
32 O -2.831 1.602 0.034
33 H -4.342 -0.252 2.430
34 H -2.798 -0.553 1.612
35 H -4.323 -0.669 0.711
36 H -3.235 1.898 1.984
37 H -4.676 1.772 0.968
38 H -3.154 1.099 -0.722
39 N -0.178 0.123 1.356
40 C 0.176 -0.555 2.359
41 C 0.129 0.043 3.732
42 C -0.201 -0.744 4.830
43 C -0.335 -0.169 6.088
44 C -0.119 1.193 6.256
45 C 0.229 1.980 5.163
46 C 0.345 1.407 3.906
47 C 0.678 -1.958 2.175
48 C -0.112 -2.914 1.547
49 C 0.411 -4.163 1.239
50 C 1.734 -4.457 1.546
51 C 2.521 -3.511 2.191
52 C 1.992 -2.267 2.514
53 H -0.361 -1.808 4.696
54 H -0.611 -0.784 6.936
55 H -0.223 1.642 7.236
56 H 0.404 3.041 5.291
57 H 0.607 2.012 3.044
58 H -1.144 -2.680 1.301
59 H -0.210 -4.902 0.746
60 H 2.151 -5.420 1.277
61 H 3.551 -3.739 2.436
62 H 2.604 -1.524 3.015
63 C -2.383 -2.877 -4.091
64 Si -2.258 -2.073 -2.412
65 C -3.093 -0.403 -2.585
66 C -3.207 -3.107 -1.197
67 N -0.618 -1.781 -1.908
68 C 0.408 -2.748 -2.042
69 C 1.757 -2.443 -1.810
70 C 2.756 -3.394 -1.934
71 C 2.456 -4.706 -2.286
72 C 1.129 -5.035 -2.508
73 C 0.126 -4.079 -2.387
74 H -3.355 -2.619 -4.525
75 H -2.310 -3.967 -4.066
76 H -1.601 -2.507 -4.763
77 H -3.601 -0.336 -3.553
78 H -2.356 0.408 -2.552
79 H -3.858 -0.242 -1.814
80 H -4.181 -3.397 -1.609
81 H -3.382 -2.559 -0.264
82 H -2.660 -4.023 -0.947
83 H 2.011 -1.440 -1.506
84 H 3.786 -3.103 -1.757
85 H 3.236 -5.453 -2.371
86 H 0.859 -6.051 -2.777
87 H -0.899 -4.387 -2.542

As for the expectation value of S²: 2.015. Its HOMO-LUMO gap (alpha / beta) is 7.364 / 6.371 eV. Its spin multiplicity is 3.

Entry 2:
Below is an isolated molecule of C6H14N2Si, with properties calculated with ωB97M-V/def2-TZVPD.

Cartesian coordinates (Å):
1 C -1.377 -1.343 -0.264
2 C -2.793 -0.797 0.017
3 C -0.602 -0.292 -1.065
4 C 2.344 -0.909 0.087
5 C 0.230 0.619 1.764
6 C 1.600 1.929 -0.801
7 N -2.774 0.610 -0.284
8 N -1.879 0.983 -0.950
9 Si 0.851 0.379 -0.036
10 H -0.794 -1.484 0.600
11 H -1.539 -2.342 -0.879
12 H -3.543 -1.214 -0.721
13 H -3.168 -1.009 1.067
14 H -0.334 -0.507 -2.167
15 H 3.159 -0.497 0.799
16 H 2.104 -1.953 0.189
17 H 2.934 -0.720 -0.738
18 H -0.913 0.660 1.692
19 H 0.586 -0.114 2.527
20 H 0.629 1.547 1.957
21 H 2.641 1.585 -1.095
22 H 1.062 2.173 -1.718
23 H 1.574 2.696 0.020

As for the SMILES: C[Si](C)(C)[C@H]1CCN=N1. Its HOMO-LUMO gap is 9.409 eV.

Entry 3:
Below is a cluster of 2 separate species, CH3F2NO2S in total, with properties calculated with ωB97M-V/def2-TZVPD.

Cartesian coordinates (Å):
1 C -2.201 0.243 -0.275
2 N 1.757 -0.907 0.303
3 O 1.469 1.571 1.216
4 O 1.333 1.022 -1.192
5 F -2.238 -0.949 0.316
6 F -3.081 1.184 0.128
7 S 1.043 0.651 0.182
8 H -1.865 0.174 -1.407
9 H 2.076 -1.355 1.149
10 H 1.707 -1.633 -0.419

Its HOMO-LUMO gap (alpha / beta) is 9.959 / 6.855 eV.

Entry 4:
Below is a structure of composition C12H16KN4O12S3, with properties calculated with ωB97M-V/def2-TZVPD.

Cartesian coordinates (Å):
1 K -0.042 0.646 0.409
2 S 1.453 3.482 -0.815
3 O 1.982 2.073 -0.637
4 O 1.614 4.282 0.432
5 O 2.114 4.199 -1.961
6 O 0.022 3.357 -1.125
7 S -3.077 2.741 1.855
8 O -3.551 1.468 2.542
9 O -1.765 2.451 1.203
10 O -4.124 3.157 0.893
11 O -2.898 3.825 2.879
12 S -2.692 0.586 -3.071
13 O -3.207 -0.790 -2.741
14 O -3.833 1.536 -3.190
15 O -1.756 1.060 -1.989
16 O -1.960 0.512 -4.381
17 C 2.790 1.484 4.250
18 C 1.743 1.876 3.314
19 N 0.942 2.223 2.574
20 H 3.733 1.874 3.856
21 H 2.910 0.403 4.319
22 H 2.561 1.908 5.228
23 C 1.332 -3.274 -0.294
24 C 1.583 -2.137 0.567
25 N 1.827 -1.259 1.265
26 H 2.182 -3.430 -0.953
27 H 0.439 -3.130 -0.898
28 H 1.173 -4.137 0.360
29 N 2.179 -0.229 -1.976
30 C 1.128 -0.594 -2.764
31 C 1.440 -1.807 -3.358
32 C 2.807 -2.075 -3.055
33 C 3.150 -1.177 -2.054
34 H 2.181 0.662 -1.410
35 H 0.269 0.060 -2.935
36 H 0.755 -2.389 -3.956
37 H 3.412 -2.947 -3.290
38 H 4.035 -1.140 -1.436
39 N -2.262 -0.606 1.897
40 C -2.654 -0.651 0.589
41 C -2.390 -1.910 0.104
42 C -1.950 -2.698 1.204
43 C -1.990 -1.892 2.316
44 H -2.473 0.204 2.508
45 H -3.174 0.175 0.123
46 H -2.568 -2.194 -0.923
47 H -1.648 -3.741 1.168
48 H -1.742 -2.035 3.359

The charge is -5. Its HOMO-LUMO gap is 1.820 eV.

Asked for largest force on an atom across the records above, the calculation gives 1.01 4.21 2.76 3.60 eV Å⁻¹ in order.